{
  "formula": "C16H30BeCl2N5OSSb",
  "method": "the ωB97M-V functional and the def2-TZVPD basis",
  "charge": 2,
  "e_tot_ha": -2549.8757,
  "lumo_energy_ev": -5.68,
  "max_force_ev_per_a": 0.511,
  "homo_ha": -0.484,
  "symbols": ["C", "H", "C", "C", "H", "H", "N", "H", "H", "C", "C", "S", "O", "H", "N", "H", "H", "C", "C", "C", "H", "C", "N", "H", "H", "Be", "H", "Cl", "H", "H", "H", "H", "H", "C", "C", "H", "H", "H", "Sb", "C", "H", "H", "H", "N", "H", "Cl", "H", "C", "C", "H", "C", "H", "N", "H", "C", "H", "H"],
  "positions_angstrom": [[-4.24388, 0.00738, -0.25506], [-0.29105, -3.38909, -2.93272], [-4.75862, 2.53396, -2.77243], [2.40115, -2.97057, -0.53177], [-2.60203, -3.23358, 0.16546], [-1.29223, -3.84986, -0.83342], [-0.93481, 2.46299, 1.94299], [-0.14629, 2.92446, 4.47561], [2.97731, -2.88175, -1.45401], [-3.00550, 1.66697, -1.64480], [2.32674, 1.12128, 2.23725], [-1.40110, 1.37018, -1.14252], [3.06377, 0.54478, 1.37497], [-0.33989, -2.80365, 1.24561], [-3.38608, 2.55727, -2.57953], [-4.72321, 0.35777, 0.65658], [2.57732, -5.11647, -0.39974], [0.45302, -2.71827, -3.36411], [0.21518, 2.11489, 2.47425], [-1.73329, -2.93853, -0.42703], [4.25490, 3.04771, -1.23563], [0.44185, -1.34530, -2.68682], [2.67691, 1.37861, 3.51389], [-5.26339, 3.17035, -3.47985], [2.89973, 3.93295, -2.00504], [1.78244, 0.69338, 0.29087], [3.07367, -2.73951, 0.29410], [2.87546, 4.11888, 0.32911], [-3.24094, -0.33754, -0.03102], [1.16998, -0.67498, -3.14645], [4.63617, 1.85884, 4.15488], [-2.73142, 3.12355, -3.08981], [0.21699, -2.60530, -4.42364], [1.76032, 2.03658, 4.29743], [-5.23855, 1.61226, -1.92393], [-1.16003, 2.21151, 0.97568], [-2.08623, -2.32858, -1.26213], [-4.82667, -0.81145, -0.67011], [0.94817, -1.39668, -0.60740], [4.00208, 0.98280, 4.03973], [3.87358, 0.49256, 5.00145], [2.07306, 2.23692, 5.31377], [-1.20617, -1.30552, 0.91661], [1.12557, 1.46119, 1.72577], [-0.52970, -0.86128, -2.74948], [2.27624, 1.75329, -1.40196], [4.46365, 0.29575, 3.34258], [3.20617, 3.30072, -1.18450], [0.55448, 2.41107, 3.83303], [-1.60794, 2.97343, 2.49164], [1.78754, -4.36416, -0.38585], [1.24844, -4.47448, 0.55590], [-4.15022, 1.08437, -1.23135], [1.42790, -3.20405, -3.30026], [-0.74169, -2.17514, 0.44956], [-6.24961, 1.28209, -1.74513], [1.10074, -4.59503, -1.20119]],
  "lowdin_charge": [-0.01, 0.06, -0.04, -0.39, 0.08, 0.06, 0.22, 0.13, 0.06, -0.74, -0.46, 0.60, 0.00, 0.05, 0.07, 0.10, 0.08, -0.16, -0.31, -0.17, 0.05, -0.41, 0.00, 0.13, 0.05, -0.14, 0.05, 0.62, 0.04, 0.04, 0.11, 0.16, 0.08, 0.02, -0.03, -0.01, 0.06, 0.11, 1.49, 0.05, 0.11, 0.16, 0.02, 0.14, 0.01, 0.75, 0.10, -0.83, 0.04, 0.14, -0.16, 0.07, -0.11, 0.07, -0.40, 0.14, 0.06]
}



{
  "formula": "C3HNO3",
  "method": "the ωB97M-V functional and the def2-TZVPD basis",
  "smiles": "O=C1C=NOC1=O",
  "charge": 0,
  "e_tot_ha": -395.2656,
  "lumo_energy_ev": -1.56,
  "max_force_ev_per_a": 4.239,
  "homo_ha": -0.386,
  "symbols": ["C", "N", "C", "O", "O", "H", "O", "C"],
  "positions_angstrom": [[1.11259, 1.11967, -0.20417], [1.71028, -0.06908, -0.13922], [-0.47283, -0.75260, 0.07008], [-1.40871, 1.53535, 0.16082], [-1.36584, -1.40541, -0.30195], [1.99894, 1.98122, -0.27098], [0.86153, -1.24851, 0.35285], [-0.41755, 0.87473, 0.05939]],
  "lowdin_charge": [-0.02, 0.09, -0.35, 0.16, 0.20, 0.19, -0.02, -0.24]
}



{
  "formula": "C5H11N2",
  "method": "the ωB97M-V functional and the def2-TZVPD basis",
  "smiles": "C=N/C=C\\CC[NH3+]",
  "charge": 1,
  "e_tot_ha": -306.3322,
  "lumo_energy_ev": -3.39,
  "max_force_ev_per_a": 1.947,
  "homo_ha": -0.495,
  "symbols": ["H", "H", "H", "H", "C", "H", "C", "N", "C", "C", "C", "H", "H", "N", "H", "H", "H", "H"],
  "positions_angstrom": [[-0.93581, 0.30329, 2.66685], [-0.07857, 0.72165, 1.34215], [-0.69276, -0.43424, -2.54101], [-1.75752, -1.41088, 0.71976], [2.52586, 0.14271, 0.24208], [1.58898, -0.55989, -1.93064], [-1.75964, -0.32628, 0.69617], [-0.66309, 0.00571, 1.74298], [-1.45016, 0.42435, -0.60226], [-0.45678, -0.26383, -1.51932], [0.82519, -0.23261, -1.22729], [-0.03864, -0.78453, 1.77225], [-2.68186, 0.08959, 1.03107], [1.28904, 0.23429, 0.01722], [2.94659, 0.44992, 1.20933], [-1.09538, 1.42416, -0.34887], [-2.42293, 0.41186, -1.08828], [3.23108, -0.21069, -0.51549]],
  "lowdin_charge": [0.16, 0.10, 0.11, 0.14, 0.02, 0.12, -0.09, 0.17, -0.16, -0.06, -0.16, 0.14, 0.12, -0.05, 0.09, 0.13, 0.12, 0.09]
}



{
  "formula": "H41O21",
  "method": "the ωB97M-V functional and the def2-TZVPD basis",
  "charge": -1,
  "e_tot_ha": -1604.6605,
  "lumo_energy_ev": 1.98,
  "max_force_ev_per_a": 2.624,
  "homo_ha": -0.235,
  "symbols": ["H", "O", "H", "H", "O", "H", "O", "O", "H", "H", "H", "O", "H", "O", "H", "H", "H", "O", "O", "H", "O", "O", "H", "H", "H", "H", "H", "O", "H", "H", "O", "H", "H", "H", "H", "H", "H", "H", "H", "H", "O", "H", "H", "H", "O", "O", "H", "H", "O", "H", "O", "O", "H", "O", "O", "H", "H", "H", "H", "O", "H", "H"],
  "positions_angstrom": [[-2.79394, 4.76107, -0.58312], [0.66075, -3.39776, 3.32092], [1.56079, -0.40695, 4.70613], [0.14468, 0.22572, 2.26172], [1.12958, -4.12299, 0.93278], [0.76797, -2.87618, 0.69642], [1.11351, -0.60026, 3.88018], [5.17456, 1.00000, -0.80158], [4.34319, -1.59597, -3.14590], [-0.84114, 4.41664, 1.27099], [0.55199, 1.75127, 2.23932], [4.63233, -1.50738, -2.23196], [-2.98076, 2.05162, -3.02631], [0.35358, -3.72598, -2.51157], [0.06464, 4.62281, -2.37549], [-0.80981, 2.91385, 1.17972], [-2.17799, -2.20134, 3.01218], [-2.10555, -1.94175, 3.93345], [-2.40769, -1.69404, -2.11113], [-1.31746, -0.93761, -3.41318], [-0.75958, -1.35218, -4.10080], [-0.25416, 3.70515, -2.35892], [2.28199, -1.22373, 2.71199], [3.81176, -1.34683, -1.76007], [4.63521, 0.61511, -0.09956], [0.89769, -3.59903, 2.31121], [-0.23698, 3.72147, -1.38790], [0.51934, -1.94937, 0.05245], [-0.43548, -2.11330, -3.59654], [1.19180, 0.95520, -1.02324], [-2.50123, -0.37673, 1.10844], [-1.45355, -2.57715, 4.25951], [1.45187, 4.27781, 1.46680], [-1.60054, -0.74429, 1.04937], [-2.66820, 0.58929, -2.51442], [-0.30184, -3.69878, -1.80458], [2.44563, 0.25339, -0.51300], [2.51875, 4.29241, 2.56901], [-2.34300, 0.17505, 1.88694], [2.00808, -3.98531, 0.56424], [2.06950, 0.69476, -1.28447], [-2.84969, 3.43986, 0.19223], [-0.83634, 2.23522, -3.38018], [0.99200, -1.67307, -0.73278], [2.48756, -1.22744, 1.77870], [-4.76804, -0.56721, -0.13365], [-4.63253, -1.15671, 0.60264], [-3.13097, -1.45897, -1.52894], [-0.51919, 1.98170, -4.26973], [1.65374, -1.22615, 1.26102], [-3.19251, 4.33599, 0.17778], [1.62303, 4.57853, 2.36834], [0.63439, -1.42452, 4.04678], [0.10250, 1.05046, 1.76270], [-2.66978, 1.51584, -2.30247], [-0.11547, 1.11683, -4.16133], [4.49433, 1.50791, -1.25724], [1.44273, -3.72286, 3.77585], [-2.02742, -2.37343, -1.56607], [-0.65729, 3.70965, 0.65259], [1.16479, -3.62215, -2.00071], [-5.53609, -0.06719, -0.05558]],
  "lowdin_charge": [0.03, -0.15, 0.07, 0.01, -0.29, -0.01, -0.06, -0.06, 0.04, 0.06, 0.04, -0.06, 0.04, -0.05, 0.06, 0.03, 0.02, -0.07, -0.03, -0.01, -0.09, -0.06, -0.03, 0.01, 0.02, -0.01, 0.01, -0.22, -0.01, 0.03, -0.06, 0.01, 0.01, 0.02, 0.00, 0.03, 0.01, 0.04, 0.04, -0.01, -0.04, 0.02, -0.02, -0.01, -0.10, -0.03, 0.03, 0.02, -0.10, -0.03, -0.07, -0.06, 0.03, -0.05, -0.03, 0.01, 0.02, 0.03, 0.04, -0.05, 0.04, 0.00]
}



{
  "formula": "C24H34ClF3N2O28S8",
  "method": "the ωB97M-V functional and the def2-TZVPD basis",
  "charge": 0,
  "e_tot_ha": -7095.9763,
  "lumo_energy_ev": -0.87,
  "max_force_ev_per_a": 6.436,
  "homo_ha": -0.302,
  "symbols": ["C", "O", "S", "H", "H", "H", "O", "H", "S", "O", "C", "H", "O", "O", "S", "C", "O", "O", "H", "C", "O", "C", "H", "N", "O", "O", "C", "H", "C", "O", "C", "H", "H", "H", "H", "S", "S", "C", "H", "H", "C", "C", "O", "H", "H", "H", "O", "H", "S", "H", "O", "C", "H", "C", "O", "C", "O", "C", "S", "F", "C", "H", "O", "O", "N", "S", "O", "H", "O", "O", "F", "F", "H", "C", "O", "C", "H", "H", "H", "H", "C", "H", "C", "H", "O", "H", "H", "C", "H", "H", "O", "C", "O", "H", "C", "O", "O", "O", "C", "Cl"],
  "positions_angstrom": [[-1.41903, -4.84056, 2.57213], [-3.70954, 5.05456, -0.15934], [4.37522, 0.34157, 6.45726], [-5.78257, 4.71697, 2.43513], [3.52086, -6.83046, -3.65740], [1.86224, -0.51518, 5.13827], [-5.62323, -3.12384, 1.13341], [0.22143, 7.08705, -1.23814], [0.50467, 4.74197, -3.71063], [3.63179, 1.54038, 5.65333], [-6.06986, 3.84684, 1.83825], [6.48374, 5.74882, -4.06379], [-1.42914, -6.23061, 2.23931], [5.59647, -6.52683, -5.45708], [4.87633, -5.07561, -5.55490], [5.81023, 6.19480, -3.33117], [5.88440, -4.07719, -5.74517], [5.78733, 0.46835, 6.24909], [0.21845, -3.54970, 3.21735], [0.77970, 6.47631, -1.94855], [-4.72537, 3.03234, -1.26005], [-0.65505, 0.25715, 1.59727], [-4.06519, 0.34018, 1.29294], [0.52161, -2.94881, -3.10004], [1.21066, 6.11013, -4.22460], [-6.17277, 4.79981, -0.29729], [-3.50582, -0.03004, -0.87764], [0.45716, -4.30692, 1.62141], [5.64436, -6.94714, -4.09391], [3.73317, -5.20100, -6.40955], [2.83441, -0.41634, 4.64714], [-4.13533, 0.75273, -1.44218], [2.83795, -1.00511, 3.72913], [-6.50061, 3.08637, 2.49070], [6.58196, -6.58869, -3.65962], [-4.73078, 4.05674, -0.25733], [-5.12453, -3.59290, 2.39240], [-2.06047, -0.24268, -1.60276], [-1.72413, 2.11248, -1.50592], [-4.07248, -1.03151, -0.83649], [-6.90887, -4.88542, 3.54801], [-0.07018, -1.68048, -2.67273], [0.70928, -5.57212, 3.21500], [-5.12857, -5.93932, 4.20581], [-1.89550, -4.72058, 3.54882], [-6.07200, -6.81617, 2.97364], [5.42928, 4.84335, -0.15461], [5.05700, 6.79560, -3.84893], [-0.07112, -6.92946, 2.78632], [7.47094, 6.51916, -1.97134], [-0.38214, -7.66660, 3.97435], [0.94959, 7.16253, -3.29454], [3.99558, 1.13946, 3.67655], [-5.74236, -5.83155, 3.30707], [3.41408, 6.06757, -1.03532], [0.04930, -4.45007, 2.62651], [-6.34663, -3.57609, 3.46137], [-7.01366, 4.24047, 0.71202], [4.80493, 5.72018, -1.09850], [-0.07350, -0.31280, 2.78895], [-1.88993, -0.27268, 1.14534], [4.55958, -6.21496, -2.34621], [-0.68396, 4.52472, -4.47783], [4.35615, -4.99384, -4.01757], [2.03510, -0.67203, -3.41984], [2.04332, -2.37178, -3.65814], [5.67149, 7.09033, -1.17323], [6.79712, 8.02127, -2.65435], [1.52629, 3.74176, -3.55299], [-4.94968, -5.20329, 2.29930], [0.09823, 1.27758, 0.98271], [-2.00013, -1.70543, 1.16032], [0.76471, 2.03108, -2.58713], [3.17574, 1.04407, 4.39461], [-4.89941, 3.34467, 1.19159], [-1.50176, -1.62899, -2.03065], [-1.97064, -4.26615, 1.82765], [-7.37590, -5.04034, 4.52070], [1.77117, 7.88011, -3.29046], [0.02846, 7.66683, -3.60075], [-1.24442, 1.11302, -1.82648], [-7.51142, 3.36281, 0.28905], [-3.15094, 0.54602, 0.62724], [5.60803, -8.03528, -4.02954], [-3.95952, -3.04359, 3.02304], [-2.88344, 1.65295, 0.54335], [2.31773, 1.61682, 4.04244], [6.55429, 7.02170, -2.29360], [-7.76424, 4.96332, 1.03180], [-7.66446, -4.98166, 2.76272], [0.07544, 5.26506, -2.23669], [4.44447, -6.29110, -3.42753], [3.78830, 0.23829, 7.75910], [1.75031, 6.20913, -1.51583], [0.72953, -0.33667, -2.84909], [3.83775, -0.88963, 5.54658], [0.61482, -7.50939, 1.66928], [5.13558, 5.17775, -2.59013], [0.16074, 1.06373, -2.45620], [-2.43818, -3.18834, -1.80200]],
  "lowdin_charge": [-0.18, -0.22, 0.65, 0.13, 0.14, 0.13, -0.23, 0.14, 0.65, -0.19, -0.17, 0.14, -0.19, -0.19, 0.64, -0.17, -0.22, -0.23, 0.13, -0.17, -0.23, -0.12, 0.13, -0.25, -0.19, -0.18, -0.13, 0.14, -0.17, -0.23, -0.18, 0.10, 0.13, 0.14, 0.13, 0.64, 0.64, -0.15, 0.11, 0.10, -0.17, -0.31, -0.19, 0.14, 0.13, 0.14, -0.21, 0.13, 0.65, 0.14, -0.23, -0.17, 0.14, -0.16, -0.24, -0.16, -0.19, -0.17, 0.68, 0.01, -0.12, 0.14, -0.22, -0.23, -0.26, 0.93, -0.19, 0.14, -0.25, -0.19, 0.05, -0.02, 0.08, -0.17, -0.21, -0.46, 0.11, 0.14, 0.13, 0.13, 0.01, 0.13, -0.09, 0.14, -0.24, 0.11, 0.13, -0.17, 0.14, 0.13, -0.19, -0.17, -0.23, 0.07, -0.24, -0.19, -0.23, -0.18, 0.02, 0.57]
}